Entry 1:
{"formula": "C4H6O", "method": "ωB97M-V/def2-TZVPD", "elements": ["C", "C", "C", "C", "H", "H", "H", "H", "H", "H", "O"], "xyz": [[-0.072478, 1.187504, 0.060898], [0.770520, -0.867302, 0.002705], [-0.751538, -1.014492, 0.096848], [-1.217800, 0.171853, -0.091134], [-0.338620, 1.501278, 1.102009], [0.101045, 2.048763, -0.554257], [1.575889, -1.402646, -0.540750], [1.309999, -1.144329, 0.979298], [-1.377232, -1.905495, -0.314019], [-2.165792, 0.528310, -0.157846], [1.065311, 0.438593, -0.116292]], "forces_ev_per_a": [[-1.669, -0.099, 1.099], [2.652, -3.284, 3.575], [0.434, -3.684, -3.478], [2.126, 2.656, -0.074], [1.163, 0.407, -0.087], [-0.969, 0.589, -0.473], [-1.624, -0.426, -1.312], [-1.433, -0.202, 0.025], [1.387, 1.224, 1.672], [-2.804, 0.555, -0.295], [0.736, 2.262, -0.651]], "mulliken_charge": [-0.312, -0.261, -0.387, -0.392, 0.193, 0.331, 0.301, 0.184, 0.243, 0.465, -0.365], "fmax_ha_per_bohr": 0.1076, "multiplicity": 1, "homo_ev": -8.7, "homo_lumo_gap_ev": 9.759, "charge": 0, "smiles": "C1=CCOC1"}



Entry 2:
{"formula": "C4H6O", "method": "ωB97M-V/def2-TZVPD", "elements": ["C", "C", "C", "C", "O", "H", "H", "H", "H", "H", "H"], "xyz": [[1.279377, -0.380748, 0.800196], [0.062624, -0.947977, 0.786519], [0.805653, 0.920645, 0.126994], [-0.531146, 0.195139, 0.084423], [-1.534583, -0.403365, -2.019383], [2.219776, -0.737986, 1.230726], [-0.165489, -1.975279, 1.148146], [0.804644, 1.810208, 0.713758], [1.309643, 1.164343, -0.952867], [-1.558096, 0.617487, 0.040317], [-1.843229, 0.428178, -2.350949]], "forces_ev_per_a": [[0.412, 0.621, 0.245], [-0.135, -0.931, -0.482], [1.467, -0.570, -3.192], [-1.752, -0.325, -0.605], [1.200, -0.958, 1.579], [-0.271, 0.362, -0.241], [-0.530, 1.128, -0.465], [0.120, 0.691, 0.483], [-1.308, -0.637, 2.575], [1.031, -0.518, 0.338], [-0.235, 1.136, -0.236]], "mulliken_charge": [-0.215, -0.404, -0.295, -0.289, -0.626, 0.357, 0.360, 0.233, 0.198, 0.406, 0.275], "fmax_ha_per_bohr": 0.0692, "multiplicity": 1, "homo_ev": [-8.3, -10.1], "homo_lumo_gap_ev": [7.347, 9.727], "charge": 0}



Entry 3:
{"formula": "C4H6O", "method": "ωB97M-V/def2-TZVPD", "elements": ["C", "C", "O", "C", "C", "H", "H", "H", "H", "H", "H"], "xyz": [[1.880309, 1.570534, 1.774190], [1.152123, 0.882565, 1.159583], [0.337136, 0.161142, 0.495083], [-1.946498, 0.270101, -0.382308], [-0.570813, 0.914889, -0.354846], [2.684755, 2.349232, 1.971253], [-1.706701, -0.785073, -0.720726], [-2.575824, 0.678532, -1.119770], [-2.351656, 0.334537, 0.684156], [-0.556742, 1.942171, -0.183444], [-0.235025, 0.778702, -1.382812]], "forces_ev_per_a": [[3.673, 3.660, 1.546], [-1.024, -0.955, -0.986], [-1.355, -0.441, -0.510], [1.630, -1.692, 2.552], [-0.418, -1.844, -2.035], [-1.687, -1.807, -0.021], [-0.785, 0.899, 0.822], [-0.817, 0.843, -0.680], [0.013, -0.457, -1.652], [0.117, 1.649, 0.990], [0.651, 0.146, -0.027]], "mulliken_charge": [-0.290, 0.146, -0.406, -0.959, -0.360, 0.314, 0.224, 0.376, 0.261, 0.447, 0.248], "fmax_ha_per_bohr": 0.1052, "multiplicity": 1, "homo_ev": -9.2, "homo_lumo_gap_ev": 10.216, "charge": 0, "smiles": "C#COCC"}



Entry 4:
{"formula": "C4H6O", "method": "ωB97M-V/def2-TZVPD", "elements": ["C", "C", "C", "C", "O", "H", "H", "H", "H", "H", "H"], "xyz": [[-1.886652, -0.125244, -0.622450], [-1.655476, -1.050233, -1.338106], [1.532878, -0.104652, 0.427308], [0.357780, 0.837555, 0.779235], [0.080507, 1.809000, 0.084231], [-1.974177, 0.735192, -0.026326], [1.020370, -0.923802, -0.080706], [2.003803, -0.358567, 1.393122], [-1.540943, -1.695442, -2.168142], [-0.239885, 0.497002, 1.720393], [2.301794, 0.379190, -0.168559]], "forces_ev_per_a": [[-0.061, -0.106, 0.012], [-0.207, 0.076, -0.614], [-0.808, 1.099, 1.366], [0.636, 0.720, -0.915], [0.191, -1.483, 1.791], [-0.332, 0.328, 0.330], [0.509, -0.327, 0.125], [-0.276, -0.568, -0.478], [0.129, -0.501, 0.053], [0.560, 0.710, -1.302], [-0.340, 0.052, -0.367]], "mulliken_charge": [-0.286, -0.614, -0.679, 0.076, -0.482, 0.574, 0.159, 0.287, 0.357, 0.348, 0.261], "fmax_ha_per_bohr": 0.0454, "multiplicity": 1, "homo_ev": -10.0, "homo_lumo_gap_ev": 10.917, "charge": 0, "smiles": "CC=O.C#C"}



Entry 5:
{"formula": "C4H6O", "method": "ωB97M-V/def2-TZVPD", "elements": ["C", "C", "C", "C", "O", "H", "H", "H", "H", "H", "H"], "xyz": [[-1.112292, -0.900024, -0.607186], [-1.695029, -0.049232, 0.567373], [-0.418473, 0.475819, -0.537636], [0.892830, 0.791859, 0.038911], [-1.595101, 1.114195, -0.268150], [-0.688250, -1.863425, -0.198511], [-1.763368, -1.094893, -1.488167], [-1.310675, -0.075143, 1.534444], [0.856803, 1.852487, 0.650073], [1.571976, 0.980854, -0.732243], [1.175724, 0.054752, 0.823928]], "forces_ev_per_a": [[-0.251, -1.112, 1.168], [1.599, -0.539, -5.091], [-2.381, -3.706, 2.250], [-0.684, 2.730, 3.615], [-1.431, 3.216, 0.128], [0.300, 1.071, -0.859], [0.302, 0.401, 0.784], [0.920, 0.344, 1.491], [-0.214, -2.504, -1.505], [1.485, -0.213, -0.970], [0.355, 0.311, -1.010]], "mulliken_charge": [-0.304, -0.422, 0.606, -1.153, -0.318, 0.232, 0.201, 0.254, 0.246, 0.366, 0.291], "fmax_ha_per_bohr": 0.1043, "multiplicity": 1, "homo_ev": -7.9, "homo_lumo_gap_ev": 8.742, "charge": 0, "smiles": "C[C@@]12C[C@@H]1O2"}



Entry 6:
{"formula": "C4H6O2", "method": "ωB97M-V/def2-TZVPD", "elements": ["O", "C", "C", "C", "C", "O", "H", "H", "H", "H", "H", "H"], "xyz": [[0.358773, -1.345547, -1.041631], [-0.141581, -0.159547, -0.541895], [0.750596, 1.083405, -0.710168], [0.638270, 0.424370, 0.619317], [-1.433320, -0.266440, 0.062611], [-2.563883, -0.015985, 0.161811], [0.940210, -1.715186, -0.353374], [0.373078, 2.098266, -0.822784], [1.514756, 0.811904, -1.433799], [0.023662, 1.057997, 1.274643], [0.216870, -0.811884, 1.405523], [-0.677430, -1.161352, 1.379746]], "forces_ev_per_a": [[0.116, -0.076, 0.089], [-0.086, -0.022, 0.124], [0.020, 0.191, -0.197], [0.079, 0.172, 0.051], [-0.849, 0.267, 0.059], [1.046, -0.236, -0.041], [-0.085, 0.018, -0.090], [0.029, -0.165, 0.031], [-0.091, 0.020, 0.108], [0.015, -0.112, -0.071], [-0.200, -0.052, -0.101], [0.008, -0.003, 0.039]], "mulliken_charge": [-0.479, 0.093, -0.386, -0.663, 0.472, -0.314, 0.386, 0.279, 0.234, 0.220, 0.015, 0.144], "fmax_ha_per_bohr": 0.0209, "multiplicity": 1, "homo_ev": [-8.8, -8.8], "homo_lumo_gap_ev": [8.604, 8.603], "charge": 0}



Entry 7:
{"formula": "C4H6O2", "method": "ωB97M-V/def2-TZVPD", "elements": ["O", "C", "C", "C", "C", "O", "H", "H", "H", "H", "H", "H"], "xyz": [[-0.052234, 1.161524, -1.253004], [0.230799, 0.018045, -0.489176], [-0.881327, -0.982830, -0.546974], [-0.679439, -0.140667, 0.704095], [1.527467, 0.187343, 0.235674], [2.527602, -0.469460, 0.313550], [-0.554797, 1.792544, -0.720928], [-0.718770, -2.051601, -0.403410], [-1.603422, -0.751599, -1.324363], [-0.260383, -0.747394, 1.502864], [-0.827746, 0.884490, 1.079451], [1.292249, 1.099605, 0.902224]], "forces_ev_per_a": [[0.010, 0.191, 0.154], [0.163, -0.039, 0.194], [0.074, 0.014, -0.160], [0.054, 0.084, 0.435], [0.475, 0.161, 0.254], [-0.518, 0.139, -0.046], [0.010, 0.027, -0.117], [0.044, 0.375, 0.110], [0.048, 0.060, 0.253], [0.054, 0.064, -0.032], [-1.584, -0.607, -0.377], [1.170, -0.470, -0.668]], "mulliken_charge": [-0.490, 0.499, -0.448, -0.806, 0.124, -0.464, 0.307, 0.247, 0.228, 0.203, 0.429, 0.170], "fmax_ha_per_bohr": 0.0338, "multiplicity": 1, "homo_ev": -9.9, "homo_lumo_gap_ev": 10.649, "charge": 0, "smiles": "O=CC1(O)CC1"}



Entry 8:
{"formula": "C4H6O2", "method": "ωB97M-V/def2-TZVPD", "elements": ["C", "C", "O", "C", "O", "C", "H", "H", "H", "H", "H", "H"], "xyz": [[-0.301562, 1.386873, 0.408513], [0.401259, 0.589543, -0.659147], [1.320703, -0.364730, -0.195163], [0.566276, -1.469458, 0.259215], [-0.741267, -1.019727, 0.552567], [-0.940313, 0.159802, -0.186211], [-0.699397, 2.364000, 0.147674], [0.071997, 1.275810, 1.422828], [0.614184, 0.990130, -1.646188], [0.538584, -2.261956, -0.506576], [1.020579, -1.841876, 1.181112], [-1.851044, 0.191588, -0.778624]], "forces_ev_per_a": [[-0.032, 0.155, 0.089], [-0.045, 0.130, -0.177], [0.053, 0.022, 0.049], [0.120, -0.320, 0.106], [-0.035, 0.000, 0.042], [-0.127, 0.081, -0.158], [0.045, -0.172, -0.001], [-0.030, 0.043, -0.179], [-0.066, -0.062, 0.190], [-0.020, 0.164, 0.048], [-0.054, -0.033, -0.134], [0.193, -0.008, 0.124]], "mulliken_charge": [-0.738, -0.038, -0.396, -0.102, -0.396, -0.035, 0.295, 0.211, 0.370, 0.250, 0.210, 0.371], "fmax_ha_per_bohr": 0.0070, "multiplicity": 1, "homo_ev": -9.5, "homo_lumo_gap_ev": 10.594, "charge": 0, "smiles": "C1O[C@H]2C[C@H]2O1"}



Entry 9:
{"formula": "C4H6O2", "method": "ωB97M-V/def2-TZVPD", "elements": ["O", "C", "C", "C", "O", "C", "H", "H", "H", "H", "H", "H"], "xyz": [[1.642201, -1.274835, 0.546625], [0.521050, -0.981760, -0.228886], [-1.043477, -0.460226, 0.390429], [-1.217555, 0.990948, -0.037290], [-2.135321, 1.723219, -0.362371], [0.256021, 0.955472, -0.202303], [2.407261, -0.798107, 0.167204], [0.793828, -0.974111, -1.284101], [-0.903150, -0.538702, 1.465792], [-1.758327, -1.107018, -0.068601], [0.660606, 1.329362, -1.119789], [0.776858, 1.135763, 0.733286]], "forces_ev_per_a": [[-0.605, 0.195, 0.208], [-1.654, 5.555, 0.360], [0.332, -2.428, -0.094], [0.999, -1.276, -0.756], [1.313, -1.143, 0.703], [1.741, -0.202, -0.791], [-0.560, -0.352, 0.299], [-1.052, -0.622, -0.028], [-0.451, -0.334, 0.050], [-0.829, -0.692, 0.418], [0.557, 0.900, -0.202], [0.211, 0.397, -0.168]], "mulliken_charge": [-0.496, -0.313, -0.477, 0.486, -0.552, -0.734, 0.335, 0.404, 0.267, 0.379, 0.410, 0.290], "fmax_ha_per_bohr": 0.1129, "multiplicity": 1, "homo_ev": -8.5, "homo_lumo_gap_ev": 9.114, "charge": 0}



Entry 10:
{"formula": "C4H6O2", "method": "ωB97M-V/def2-TZVPD", "elements": ["C", "C", "O", "C", "O", "C", "H", "H", "H", "H", "H", "H"], "xyz": [[-2.005452, -0.086276, -0.301181], [-1.039460, 0.683201, 0.551169], [-1.160620, 1.780499, 0.993297], [0.806148, 0.028738, -0.253901], [0.154531, -0.052867, 0.884365], [2.224549, -0.367252, -0.091386], [-2.308303, 0.535532, -1.146077], [-1.570626, -1.012629, -0.674782], [-2.892280, -0.302959, 0.301271], [2.481079, -0.975123, 0.783829], [2.558804, -0.827460, -1.023419], [2.751629, 0.596598, -0.023185]], "forces_ev_per_a": [[-0.065, -0.032, -0.022], [-0.496, 0.539, 0.240], [-0.064, -0.652, -0.133], [0.383, -0.135, 0.136], [0.242, 0.222, -0.437], [0.028, -0.082, -0.092], [0.041, -0.040, 0.161], [-0.074, 0.159, 0.097], [0.073, 0.039, -0.040], [-0.148, 0.069, -0.030], [0.099, 0.008, 0.138], [-0.018, -0.094, -0.018]], "mulliken_charge": [-0.809, 0.854, -0.490, -0.220, -0.171, -0.908, 0.273, 0.278, 0.311, 0.288, 0.313, 0.279], "fmax_ha_per_bohr": 0.0150, "multiplicity": 1, "homo_ev": -8.9, "homo_lumo_gap_ev": 9.719, "charge": 0}



> Look up the multiplicity of the eighth one.

1